[1]
2 unconnected molecules or ions with the total composition C4H9O2, computed with ωB97M-V/def2-TZVPD.

For the energy above the lowest of the compared OMol25 structures with the same formula, charge and spin, the calculation gives 36.3 kcal per mole. As for the total energy: -8388.91584 eV. As for the total charge: -1. Its HOMO-LUMO gap is 7.0 eV.

Each line ends with the Löwdin charge.
Geometry (Å):
C  -0.916  0.378  -2.035  -0.213
C  -1.644  0.694  -3.432  -0.186
H  -0.854  1.344  -1.438  0.073
H  -1.625  -0.455  -1.507  0.097
H  0.132  -0.134  -2.032  0.091
H  -2.685  0.498  -3.063  0.055
H  -1.294  -0.175  -3.976  0.030
H  -1.448  1.661  -4.010  0.071
C  -0.459  -0.732  0.972  -0.065
C  0.964  -0.229  1.679  -0.799
O  0.823  0.803  2.345  -0.108
O  1.960  -0.926  1.459  -0.106
H  -0.570  -0.104  0.117  -0.048
H  -1.157  -0.571  1.846  0.061
H  -0.436  -1.747  0.525  0.046

***

[2]
8 unconnected molecules or ions with the total composition C18H48IN2O7, computed with ωB97M-V/def2-TZVPD.

As for the total energy: -44860.02662 eV. As for the total charge: -1. Its HOMO-LUMO gap is 8.0 eV.

Each line ends with the Löwdin charge.
Geometry (Å):
I  1.291  1.611  1.202  0.401
O  3.439  2.319  4.240  -0.092
H  2.706  2.384  3.610  -0.057
H  3.638  1.377  4.238  0.029
O  -0.114  4.564  2.698  -0.112
H  -0.803  4.767  2.060  0.014
H  0.357  3.819  2.289  -0.122
O  3.757  4.353  1.875  -0.102
H  3.398  3.643  1.328  -0.061
H  4.230  3.882  2.570  0.009
O  4.090  1.204  -1.325  -0.104
H  3.717  1.798  -1.983  0.023
H  3.399  1.155  -0.650  -0.099
O  0.496  0.438  4.499  -0.097
H  0.761  0.071  3.645  -0.067
H  0.431  -0.324  5.082  0.022
C  -0.340  -2.097  0.852  -0.046
C  0.455  -3.249  1.508  -0.511
C  0.386  -4.478  0.587  -0.144
C  1.408  -4.468  -0.535  -0.183
C  2.789  -4.354  0.068  -0.144
C  3.014  -3.082  0.911  -0.530
N  1.841  -2.828  1.730  -0.106
O  1.908  -1.576  2.370  -0.092
C  4.203  -3.322  1.841  -0.034
C  3.301  -1.913  -0.019  -0.038
C  -0.168  -3.600  2.849  -0.034
H  -0.486  -1.257  1.532  0.056
H  -1.370  -2.425  0.648  0.083
H  0.097  -1.798  -0.100  0.079
H  0.410  -5.424  1.142  0.117
H  -0.623  -4.470  0.154  0.114
H  1.197  -3.628  -1.209  0.109
H  1.361  -5.342  -1.189  0.109
H  3.568  -4.358  -0.702  0.118
H  2.992  -5.247  0.672  0.115
H  4.300  -2.507  2.559  0.080
H  4.111  -4.267  2.378  0.076
H  5.139  -3.350  1.270  0.084
H  3.512  -0.996  0.533  0.064
H  4.151  -2.108  -0.674  0.089
H  2.415  -1.716  -0.627  0.082
H  -0.377  -2.728  3.461  0.075
H  0.533  -4.243  3.394  0.087
H  -1.039  -4.244  2.690  0.082
H  1.646  -0.905  1.711  -0.090
C  -0.472  2.313  -3.348  -0.033
C  -1.966  2.384  -3.028  -0.543
C  -2.697  1.452  -3.988  -0.142
C  -4.144  1.269  -3.539  -0.190
C  -4.184  0.690  -2.135  -0.146
C  -3.438  1.512  -1.073  -0.499
N  -2.157  1.930  -1.668  -0.103
O  -1.435  2.777  -0.793  -0.078
C  -4.293  2.751  -0.659  -0.018
C  -3.118  0.634  0.123  -0.032
C  -2.430  3.829  -3.264  -0.033
H  -0.124  1.297  -3.173  0.088
H  0.096  3.026  -2.753  0.080
H  -0.325  2.616  -4.390  0.083
H  -2.705  1.941  -4.965  0.115
H  -2.229  0.473  -4.089  0.121
H  -4.647  0.528  -4.179  0.109
H  -4.725  2.181  -3.684  0.103
H  -3.717  -0.304  -2.154  0.116
H  -5.221  0.514  -1.833  0.120
H  -3.670  3.642  -0.642  0.069
H  -5.107  2.916  -1.367  0.069
H  -4.706  2.627  0.343  0.075
H  -4.023  0.334  0.653  0.088
H  -2.614  -0.267  -0.248  0.074
H  -2.415  1.079  0.826  0.077
H  -3.474  3.989  -2.973  0.067
H  -2.355  4.106  -4.318  0.081
H  -1.857  4.530  -2.654  0.085
H  -0.977  2.149  -0.215  -0.057

***

[3]
C14H14FN5O3S in the gas phase, computed with ωB97M-V/def2-TZVPD.

Its SMILES is C/C(=N\NC(=O)CSc1[nH]c(C)nc1[N+](=O)[O-])c1ccc(F)cc1. For the energy above the lowest of the compared OMol25 structures with the same formula, charge and spin, the calculation gives 0.0 kcal per mole. As for the total energy: -41887.38096 eV. As for the total charge: 0. Its HOMO-LUMO gap is 8.6 eV.

Each line ends with the Löwdin charge.
Geometry (Å):
O  -0.907  -2.363  -0.957  0.027
O  -4.368  3.388  -3.666  0.078
O  -5.215  2.194  -2.035  0.022
F  6.344  -0.964  3.038  0.070
N  -2.169  1.784  -3.853  0.176
N  0.353  -0.985  1.138  0.109
S  -3.676  0.018  -0.618  0.997
C  -1.596  -1.714  -0.165  -0.519
C  -1.216  0.915  -3.579  -0.360
C  -2.826  0.596  -2.069  -0.432
C  -3.174  1.618  -2.907  -0.237
C  0.841  -0.248  2.091  -0.269
C  4.464  0.489  2.967  -0.010
C  4.240  -1.846  2.473  0.005
C  3.089  0.676  2.799  -0.017
C  2.862  -1.679  2.187  -0.004
C  5.028  -0.766  2.873  -0.290
C  2.282  -0.403  2.378  -0.184
N  -0.987  -0.902  0.804  0.035
N  -1.592  0.147  -2.516  0.140
N  -4.338  2.436  -2.881  -0.333
C  0.080  0.852  -4.312  -0.007
C  -3.071  -1.669  -0.439  -0.387
C  -0.043  0.693  2.894  -0.028
H  5.134  1.284  3.229  0.114
H  4.745  -2.816  2.280  0.127
H  2.693  1.673  2.905  0.111
H  2.240  -2.519  1.846  0.118
H  -1.631  -0.318  1.356  0.111
H  -1.059  -0.625  -2.153  0.122
H  0.143  1.744  -4.956  0.091
H  0.165  -0.055  -4.892  0.074
H  0.926  0.869  -3.583  0.094
H  -3.330  -2.259  -1.356  0.117
H  -3.590  -2.077  0.412  0.081
H  -1.000  0.246  3.170  0.071
H  -0.289  1.578  2.268  0.102
H  0.450  1.009  3.829  0.086

***

[4]
CH2N4 in the gas phase, computed with ωB97M-V/def2-TZVPD.

Its SMILES is c1nnn[nH]1. For the energy above the lowest of the compared OMol25 structures with the same formula, charge and spin, the calculation gives 68.9 kcal per mole. As for the total energy: -7026.95764 eV. As for the total charge: 0. Its HOMO-LUMO gap is 10.7 eV.

Each line ends with the Löwdin charge.
Geometry (Å):
C  0.814  0.106  -0.068  -0.157
H  1.685  -0.117  -0.690  0.095
H  -0.512  -1.616  -0.915  0.229
N  0.522  1.165  0.796  -0.009
N  -0.783  0.977  1.077  -0.070
N  -1.356  0.087  0.207  -0.049
N  -0.370  -0.600  -0.407  -0.038

***

[5]
A molecular structure, C6H12O4Pm, computed with ωB97M-V/def2-TZVPD.

Its multiplicity is 5. As for the total energy: -31151.69456 eV. As for the total charge: +1. Its HOMO-LUMO gap (spin up / spin down) is 8.2 / 8.2 eV.

Each line ends with the Mulliken spin population.
Geometry (Å):
C  -1.572  -1.685  2.831  -0.001
H  -0.485  -1.811  2.710  -0.001
H  -1.766  -1.633  3.910  0.001
H  -2.110  -0.834  2.384  0.000
O  0.413  0.793  0.987  0.000
C  -0.119  1.315  0.036  0.000
H  0.477  1.745  -0.794  0.000
H  -1.165  1.061  -0.240  0.000
O  -2.218  -2.965  2.330  0.006
C  -1.919  -3.367  0.952  -0.051
C  -2.575  -2.411  -0.010  0.004
O  -4.000  -2.730  -0.038  -0.005
C  -4.940  -1.828  0.543  0.002
C  -6.068  -2.693  1.111  -0.002
O  -5.587  -3.694  1.948  -0.021
Pm  -3.834  -4.487  1.577  4.080
H  -0.833  -3.449  0.792  -0.002
H  -2.178  -2.562  -1.024  -0.001
H  -2.493  -1.337  0.235  -0.003
H  -5.312  -1.113  -0.208  -0.001
H  -4.453  -1.265  1.358  0.000
H  -6.631  -3.118  0.252  0.000
H  -6.767  -2.014  1.638  -0.003

***

[6]
2 unconnected molecules or ions with the total composition C5H5ClN, computed with ωB97M-V/def2-TZVPD.

For the energy above the lowest of the compared OMol25 structures with the same formula, charge and spin, the calculation gives 0.0 kcal per mole. As for the total energy: -19280.60701 eV. As for the total charge: -1. Its HOMO-LUMO gap is 7.3 eV.

Each line ends with the Löwdin charge.
Geometry (Å):
Cl  -4.179  -0.948  0.610  -0.770
N  0.501  -0.922  -1.292  0.038
C  1.548  -0.210  -0.867  -0.195
C  1.486  0.728  0.149  -0.105
C  0.281  0.854  0.833  -0.098
C  -0.798  0.077  0.467  -0.086
C  -0.643  -0.759  -0.637  -0.155
H  2.504  -0.419  -1.342  0.088
H  2.388  1.230  0.473  0.086
H  0.151  1.626  1.585  0.097
H  -1.751  0.098  0.983  0.017
H  -1.489  -1.356  -0.962  0.082

***

[7]
C5H8N2 in the gas phase, computed with ωB97M-V/def2-TZVPD.

For the energy above the lowest of the compared OMol25 structures with the same formula, charge and spin, the calculation gives 61.2 kcal per mole. As for the total energy: -8292.34032 eV. As for the total charge: 0. Its HOMO-LUMO gap (spin up / spin down) is 7.8 / 7.8 eV.

Each line ends with the Löwdin charge.
Geometry (Å):
C  2.370  -0.844  0.138  0.034
N  1.169  -0.367  -0.035  -0.229
C  0.938  1.105  -0.050  -0.116
C  -0.544  1.153  0.111  -0.064
C  -0.972  -0.112  -0.061  -0.377
C  -2.375  -0.626  -0.001  -0.046
N  0.051  -1.052  -0.227  0.081
H  2.578  -1.885  -0.051  0.073
H  3.103  -0.180  0.569  0.068
H  1.580  1.581  0.697  0.121
H  1.263  1.443  -1.044  0.133
H  -1.130  2.048  0.261  0.094
H  -3.046  0.131  0.413  0.075
H  -2.411  -1.515  0.635  0.076
H  -2.740  -0.914  -0.991  0.078

***

[8]
C26H19BrO2S in the gas phase, computed with ωB97M-V/def2-TZVPD.

Its SMILES is O=S(=O)(c1ccccc1)[C@@H](Br)C1(c2ccccc2)c2ccccc2-c2ccccc21. As for the total energy: -112240.75944 eV. As for the total charge: 0. Its HOMO-LUMO gap is 8.2 eV.

Each line ends with the Löwdin charge.
Geometry (Å):
Br  0.189  2.308  0.599  0.873
C  -0.259  0.549  -0.102  -0.586
S  -2.016  0.079  0.350  0.688
C  -3.204  1.463  0.074  -0.254
C  -3.430  2.527  0.979  -0.075
C  -4.554  3.373  0.873  -0.073
C  -5.471  3.205  -0.171  -0.082
C  -5.275  2.158  -1.079  -0.073
C  -4.144  1.330  -0.972  -0.063
O  -2.361  -0.946  -0.620  -0.318
O  -2.045  -0.268  1.760  -0.309
H  -0.500  0.629  -1.279  0.133
H  -2.774  2.631  1.846  0.100
H  -4.804  4.121  1.655  0.116
H  -6.360  3.834  -0.254  0.107
H  -6.072  1.934  -1.812  0.114
H  -4.069  0.480  -1.642  0.105
C  1.078  -0.302  -0.121  -0.363
C  2.198  0.600  -0.454  -0.286
C  2.207  1.231  -1.697  -0.096
C  3.150  2.225  -2.010  -0.065
C  4.126  2.571  -1.032  -0.082
C  4.181  1.854  0.193  -0.059
C  3.253  0.821  0.416  -0.043
C  1.080  -0.896  1.258  -0.158
C  0.590  -2.228  1.175  -0.104
C  0.454  -3.035  2.316  -0.005
C  0.809  -2.502  3.560  -0.077
C  1.303  -1.186  3.646  -0.050
C  1.433  -0.369  2.479  -0.051
C  0.572  -2.616  -0.240  -0.105
C  1.071  -1.527  -1.009  -0.093
C  1.486  -1.704  -2.322  0.001
C  1.181  -2.949  -2.943  -0.065
C  0.629  -4.011  -2.198  -0.075
C  0.346  -3.876  -0.818  0.001
H  1.364  1.112  -2.371  0.109
H  3.174  2.723  -3.008  0.113
H  4.980  3.231  -1.342  0.109
H  5.016  2.062  0.901  0.113
H  3.333  0.276  1.349  0.103
H  0.314  -4.119  2.187  0.115
H  0.857  -3.152  4.443  0.104
H  1.571  -0.753  4.614  0.100
H  1.514  0.724  2.572  0.094
H  1.771  -0.822  -2.895  0.096
H  1.403  -3.045  -4.012  0.101
H  0.572  -5.003  -2.664  0.102
H  0.133  -4.741  -0.179  0.112